Entry 1:
# C19H28ClGdO6

A structure of composition C19H28ClGdO6 at a distorted geometry (ωB97M-V/def2-TZVPD, the OMol25 dataset).

Values from the calculation:
HOMO (spin up / spin down): -6.3900 / -5.1577 eV
Maximum force: 3.973 eV Å⁻¹
LUMO energy (spin up / spin down): 0.003 / 0.000 Ha
HOMO-LUMO gap (spin up / spin down): 6.5 / 5.2 eV
⟨S²⟩: 16.790
Multiplicity: 8
Total charge: 0

```
55
Properties=species:S:1:pos:R:3:lowdin_charge:R:1
O 0.0208 -0.0982 -0.0278 -0.284
C -0.8181 1.0232 -0.5407 -0.163
C -0.9869 0.3618 -1.9091 -0.070
H -0.2487 1.9608 -0.5722 0.112
H -1.7553 1.1199 0.0475 0.099
C -0.0397 -0.7184 -1.3881 -0.508
H -0.5795 0.9554 -2.7273 0.080
H -2.0296 0.0668 -2.0934 0.132
C 1.3417 -0.6447 -1.9978 0.004
H 1.7206 0.3804 -1.9498 0.102
H 1.3390 -0.9599 -3.0478 0.099
H 2.0237 -1.2986 -1.4499 0.063
C -0.6109 -2.1102 -1.3297 -0.011
H -1.6377 -2.0992 -0.9532 0.084
H 0.0139 -2.7511 -0.7006 0.079
H -0.6362 -2.5596 -2.3296 0.100
Gd -0.2962 0.0524 2.2851 1.472
C -1.0645 -2.1892 3.2604 -0.215
C -1.6208 -1.1628 4.0759 -0.216
C -2.5023 -0.3792 3.2502 -0.257
H -1.4777 -1.0668 5.1434 0.094
C -2.4709 -0.9473 1.9157 -0.267
C -1.5539 -2.0513 1.9371 -0.227
H -1.3788 -2.7752 1.1416 0.096
H -0.4952 -3.0416 3.6022 0.062
H -3.0567 0.5014 3.5628 0.092
H -3.0440 -0.6072 1.0522 0.099
C 2.2326 -1.3461 2.3119 -0.476
C 1.9028 -2.6419 1.7315 -0.068
C 2.6793 -2.7833 0.5830 -0.128
H 1.2412 -3.3451 2.2002 0.075
C 3.6176 -1.6963 0.5367 -0.127
C 3.4186 -0.8853 1.6498 -0.057
H 3.9578 -0.0073 1.9836 0.099
H 3.0129 -1.8898 5.5875 0.073
H 2.6313 -3.6276 -0.1120 0.101
H 4.3729 -1.5732 -0.2401 0.096
O -0.8553 3.1023 -2.6462 -0.193
C -1.1232 2.8466 -4.0539 -0.193
C -1.3163 4.1681 -4.8139 -0.152
H -2.0162 2.2030 -4.1305 0.118
H -0.2763 2.2719 -4.4665 0.117
C -1.2645 5.2578 -3.7269 -0.149
H -2.2681 4.1672 -5.3486 0.108
H -0.4888 4.2929 -5.5172 0.108
C -0.8133 4.5227 -2.4409 -0.186
H -2.2613 5.6801 -3.5516 0.107
H -0.5623 6.0601 -3.9718 0.108
H -1.4431 4.7523 -1.5680 0.118
H 0.2237 4.7928 -2.1742 0.118
O 2.7880 -2.5250 4.8757 -0.244
Cl 1.4418 -3.4532 5.5591 1.082
O 0.9947 -4.2300 4.4075 -0.411
O 0.4732 -2.4337 5.9104 -0.402
O 1.5441 -0.6414 3.1679 -0.293
```

---

Entry 2:
# C36H45F27N3O9S2

A cluster of 4 separate species, C36H45F27N3O9S2 in total at a distorted geometry (ωB97M-V/def2-TZVPD, the OMol25 dataset).

Values from the calculation:
HOMO: -10.9618 eV
Maximum force: 4.066 eV Å⁻¹
LUMO energy: -0.118 Ha
HOMO-LUMO gap: 7.8 eV
Total charge: +1

```
122
Properties=species:S:1:pos:R:3:lowdin_charge:R:1
C 2.5941 1.0460 2.7063 -0.049
C 2.8919 2.1702 1.6299 -0.225
O 1.7212 2.7398 1.0612 -0.130
C 1.7650 3.2011 -0.2975 -0.340
C 3.0468 4.0718 -0.3810 -0.089
C 3.2228 5.1486 -1.5180 -0.230
C 4.7899 5.4690 -1.5744 -0.429
S 5.2140 6.1991 -3.2411 0.839
C 6.4590 5.0746 -4.0037 -1.003
S 7.9778 4.9011 -3.4151 0.730
N 6.0098 4.3569 -5.1668 -0.194
C 5.1060 4.9133 -6.0549 -0.086
C 4.9079 3.8483 -7.0238 -0.109
N 5.7152 2.7799 -6.6560 0.031
C 6.3940 3.0680 -5.5498 -0.146
C 1.8295 1.8018 -1.0663 0.002
C 0.4385 1.2259 -0.5533 -0.198
C 0.3518 -0.0911 0.2737 -0.023
C 1.3449 -1.1665 -0.3022 -0.467
O 2.4676 -1.3083 0.0590 0.136
O 0.8259 -2.0179 -1.2769 0.080
C -0.4358 2.4956 -0.1030 -0.142
C -1.8280 2.1451 -0.7350 -0.127
O -2.9025 2.9490 -0.1957 -0.168
O -3.3239 2.4081 1.0097 0.003
N 0.3595 3.7138 -0.5885 -0.046
C 0.0689 3.9028 -2.0592 -0.103
C -1.1917 4.7800 -2.4323 -0.028
C -0.1375 4.7711 0.3624 -0.022
C 0.5589 6.1714 0.3105 -0.218
O 0.3527 6.9584 -0.8394 0.008
C -0.1132 7.0064 1.4809 -0.508
F -1.4511 7.1714 1.2829 0.149
F 0.1916 6.5254 2.7094 0.150
F 0.4192 8.2691 1.4235 0.132
H 3.4131 1.0975 3.4709 0.091
H 2.5932 0.0236 2.2683 0.060
H 1.6514 1.2611 3.2765 0.090
H 3.6673 1.7479 0.9520 0.126
H 3.4192 2.9758 2.2175 0.130
H 3.9202 3.3872 -0.5373 0.130
H 3.1545 4.6475 0.5780 0.139
H 2.7579 6.1388 -1.3083 0.098
H 3.0097 4.7683 -2.5529 0.098
H 5.4171 4.5532 -1.4909 0.076
H 5.0720 6.2510 -0.8339 0.087
H 4.6483 5.9207 -6.0355 0.106
H 4.2170 3.9186 -7.8826 0.100
H 7.1217 2.4299 -5.0139 0.126
H 1.7985 1.8569 -2.1896 0.135
H 2.7364 1.1803 -0.9015 0.129
H -0.0645 0.9417 -1.5258 0.120
H 0.4278 0.0201 1.3787 0.126
H -0.6701 -0.5262 0.0894 0.128
H 0.2927 -1.5006 -1.9107 0.103
H -0.7425 2.4847 0.9732 0.165
H -1.8577 2.0876 -1.8418 0.095
H -2.0644 1.1050 -0.3745 0.148
H -2.9154 2.9898 1.6818 0.117
H 0.9212 4.3715 -2.6111 0.130
H -0.0677 2.9281 -2.5892 0.113
H -0.9824 5.8425 -2.6901 0.089
H -1.6216 4.3456 -3.3710 0.086
H -2.0334 4.7739 -1.7040 0.089
H -1.2403 4.9514 0.2610 0.149
H -0.0351 4.4617 1.4367 0.158
H 1.6460 6.1915 0.5600 0.150
H 0.7175 6.5584 -1.6421 0.081
C -3.5966 -0.8753 -4.4735 -0.046
C -2.4206 0.1138 -4.3533 -0.421
C -2.7893 1.5912 -4.2197 -0.288
F -3.4635 2.0524 -5.2796 0.121
F -1.6495 2.3488 -4.1256 0.049
F -1.5744 -0.0786 -5.3839 0.145
F -1.7212 -0.2332 -3.2189 0.077
O -3.9446 -1.3078 -5.7810 0.048
C -4.8072 -0.4992 -6.5314 -0.516
C -4.1357 0.0576 -7.7885 -0.276
F -3.0419 0.7895 -7.4791 0.092
F -4.9833 0.8721 -8.4536 0.110
F -5.3303 0.4651 -5.7485 0.139
F -5.8368 -1.2864 -6.8959 0.161
H -3.2683 -1.7888 -3.9737 0.152
H -4.4714 -0.5486 -3.9075 0.150
H -3.3880 1.7705 -3.3214 0.173
H -3.8280 -0.7513 -8.4556 0.180
C 2.4275 -5.3234 1.3838 -0.038
C 1.5769 -6.4851 0.8337 -0.437
C 0.1186 -6.1613 0.5078 -0.299
F -0.5740 -5.7586 1.5930 0.089
F -0.5082 -7.2670 0.0381 0.100
F 1.6605 -7.5328 1.6833 0.135
F 2.1704 -6.8915 -0.3247 0.110
O 2.5962 -5.2577 2.8001 0.046
C 1.6047 -4.6257 3.5480 -0.518
C 0.8967 -5.5848 4.5066 -0.261
F 0.3220 -6.6105 3.8488 0.104
F -0.0940 -4.9393 5.1754 0.085
F 0.7484 -3.9809 2.7295 0.130
F 2.2293 -3.6666 4.2682 0.144
H 3.4382 -5.4883 1.0071 0.152
H 2.1315 -4.3589 0.9670 0.133
H 0.0511 -5.3851 -0.2600 0.170
H 1.5983 -6.0004 5.2337 0.182
C -4.0188 -8.8078 7.3729 -0.044
C -4.1564 -8.0669 8.7171 -0.439
C -5.3455 -7.1150 8.8470 -0.300
F -5.3019 -6.1132 7.9457 0.091
F -5.3421 -6.5334 10.0722 0.095
F -2.9951 -7.4294 8.9902 0.130
F -4.2968 -9.0230 9.6797 0.107
O -3.1075 -8.2629 6.4205 0.042
C -3.5639 -7.2442 5.5825 -0.516
C -2.8217 -5.9272 5.8139 -0.284
F -2.9504 -5.5036 7.0893 0.100
F -3.3246 -4.9480 5.0212 0.098
F -4.9003 -7.1176 5.6971 0.137
F -3.3326 -7.6627 4.3185 0.148
H -3.5925 -9.7829 7.6144 0.149
H -4.9878 -9.0322 6.9235 0.145
H -6.2920 -7.6505 8.7318 0.174
H -1.7619 -6.0375 5.6007 0.141
```

---

Entry 3:
# C3H8N2O2S

A structure of composition C3H8N2O2S at a distorted geometry (ωB97M-V/def2-TZVPD, the OMol25 dataset).

Values from the calculation:
HOMO: -9.3236 eV
Maximum force: 5.818 eV Å⁻¹
LUMO energy: 0.020 Ha
Energy above the lowest of the compared OMol25 structures with the same formula, charge and spin: 442.0 kJ/mol
HOMO-LUMO gap: 9.9 eV
Total charge: 0

```
16
Properties=species:S:1:pos:R:3:lowdin_charge:R:1
C 3.0088 0.9340 -0.5877 -0.106
C 1.4670 -0.5925 0.8021 -0.568
C -1.3858 -0.4375 -0.0801 -0.730
H 2.8808 2.0276 -1.2132 0.130
H 2.9114 -0.0103 -1.3699 0.108
H 4.1537 0.9559 -0.1247 0.110
H 1.0069 -0.4082 1.8218 0.102
H 2.0548 -1.5572 0.9215 0.079
H -0.2193 1.2713 0.3307 0.195
H -3.1392 1.5727 -0.5869 0.046
H -2.6281 2.2413 1.1464 0.202
N -1.2530 0.8469 0.0322 -0.083
N -2.3422 1.9048 -0.0544 0.005
O 1.8769 0.7815 0.4198 -0.333
O -2.4646 -1.1399 -0.1287 -0.082
S 0.2692 -1.3695 -0.2441 0.924
```

---

Entry 4:
# C17H18Cl2N2O3S

A structure of composition C17H18Cl2N2O3S at a distorted geometry (ωB97M-V/def2-TZVPD, the OMol25 dataset).

Values from the calculation:
HOMO: -8.0767 eV
Maximum force: 17.140 eV Å⁻¹
LUMO energy: 0.003 Ha
Energy above the lowest of the compared OMol25 structures with the same formula, charge and spin: 1146.7 kJ/mol
HOMO-LUMO gap: 8.2 eV
Total charge: 0

```
43
Properties=species:S:1:pos:R:3:lowdin_charge:R:1
C -1.6068 -2.6861 0.1583 -0.036
C -0.5231 -1.6648 0.5297 -0.174
C -0.6505 -0.2059 0.2475 -0.208
C 0.1809 0.5867 0.6906 -0.090
C 1.2827 0.0171 1.2471 -0.170
C 1.3368 -1.2466 1.7496 -0.008
C 0.3457 -2.1851 1.4407 -0.013
H 0.5319 -3.0856 1.3818 0.037
H 2.1991 -1.4750 2.1579 0.073
N 2.2913 1.0652 1.7759 0.164
C 3.4735 1.3863 1.3393 -0.655
O 4.2157 2.0638 1.6978 0.190
C 3.9299 0.0441 0.0826 -0.051
C 2.8857 0.1681 -0.8359 -0.397
C 2.2975 1.1863 -1.6187 -0.492
C 1.2498 1.0707 -2.3305 -0.120
C 0.9036 -0.3082 -2.7869 -0.092
C 1.3796 -1.3360 -2.1943 -0.157
C 2.5114 -1.0527 -1.3784 -0.467
Cl 3.0366 -2.5663 -0.5347 0.694
H 1.0373 -2.2677 -2.6668 0.131
H -0.0339 -0.1352 -3.4183 0.144
H 0.8908 2.1089 -2.8299 0.174
Cl 2.7849 2.8220 -0.8418 0.678
H 4.8289 0.7906 -0.4805 0.202
H 4.2186 -0.7251 0.6220 0.004
H 1.9866 1.6932 2.3827 0.091
H 0.0133 1.8206 0.4440 0.223
S -2.2055 0.4560 -0.5541 0.748
O -2.8920 -0.4922 -1.3274 -0.258
O -1.5288 1.6735 -1.4666 -0.410
N -3.0457 1.1636 0.4680 -0.418
C -3.8130 2.3294 0.1706 -0.056
H -4.1714 2.7496 0.9936 0.025
H -4.7661 1.8764 -0.3843 0.148
H -3.1988 3.1043 -0.4775 0.140
C -3.6965 0.1904 1.1799 -0.143
H -4.2039 0.6759 2.4748 0.222
H -4.4990 -0.2799 0.7604 0.055
H -3.1165 -0.4201 1.8008 0.045
H -2.2516 -2.3537 -0.5099 -0.032
H -2.3823 -2.9750 1.1584 0.174
H -1.2270 -3.5819 -0.3173 0.081
```